No. 1
Here is a 2-piece molecular cluster, CH3INOP overall at a distorted geometry from the Open Molecules 2025 dataset. Energies are from wB97M-V/def2-TZVPD.

Last column: natural (NBO) charge in e.
CARTESIAN COORDINATES (ANGSTROEM)
O  0.79900  3.40368  0.17701  -0.523
C  0.31130  2.35794  0.13040  0.865
N  -0.03323  1.22578  0.07100  -0.856
P  -0.84061  -0.13549  -0.50994  0.575
H  -0.56845  -0.70730  0.68863  -0.036
H  0.44225  -0.68142  -0.79569  -0.033
I  -4.27884  -0.20851  -0.07480  -0.092
H  -5.17455  -1.32848  0.62041  0.099

Properties
SMILES = O=C=NP.I
HOMO level = -0.351 Eh

---

No. 2
Here is a 2-piece molecular cluster, CH3IO2 overall at a distorted geometry from the Open Molecules 2025 dataset. Energies are from wB97M-V/def2-TZVPD.

Last column: natural (NBO) charge in e.
CARTESIAN COORDINATES (ANGSTROEM)
C  0.14687  0.00310  -0.57396  0.230
O  1.02129  0.60677  0.29635  -0.666
O  -1.46790  0.04629  0.62864  -0.851
I  0.53755  -2.02538  -1.03203  0.172
H  -0.25750  0.61923  -1.26920  0.184
H  1.14892  -0.10894  0.96327  0.496
H  -1.12923  0.85892  0.98692  0.435

Properties
HOMO level = -0.366 Eh

---

No. 3
Here is a 2-piece molecular cluster, CH3IO2 overall at a distorted geometry from the Open Molecules 2025 dataset. Energies are from wB97M-V/def2-TZVPD.

Last column: natural (NBO) charge in e.
CARTESIAN COORDINATES (ANGSTROEM)
C  0.11842  -0.17162  0.02749  0.282
O  -0.08036  0.99309  0.58701  -0.601
O  -1.67196  -1.23678  0.00193  -0.941
I  -3.06936  -0.13908  0.63909  0.383
H  0.09395  -0.50559  -0.97559  0.196
H  0.91467  -0.75738  0.52600  0.177
H  -0.68700  1.49985  0.06697  0.503

Properties
HOMO level = -0.308 Eh

---

No. 4
Here is an isolated ion of composition CH3IO3P and charge -1 at a distorted geometry from the Open Molecules 2025 dataset. Energies are from wB97M-V/def2-TZVPD.

Last column: natural (NBO) charge in e.
CARTESIAN COORDINATES (ANGSTROEM)
C  -0.44640  0.48272  1.08282  -0.283
O  0.52834  0.78144  0.10298  -0.829
P  0.39638  -0.10406  -1.21882  2.208
O  1.42789  0.32964  -2.42713  -1.085
O  -1.03725  -0.51880  -1.42070  -1.136
I  1.41757  -2.15997  -0.12522  -0.450
H  -0.40139  1.28270  1.96066  0.172
H  -0.40517  -0.51220  1.46522  0.192
H  -1.47997  0.41853  0.58019  0.212

Properties
SMILES = CO[P@](=O)([O-])I
charge = -1
HOMO level = -0.186 Eh

---

No. 5
Here is a 2-piece molecular cluster, CH3IOS overall from the Open Molecules 2025 dataset. Energies are from wB97M-V/def2-TZVPD.

Last column: natural (NBO) charge in e.
CARTESIAN COORDINATES (ANGSTROEM)
C  1.52807  0.32733  -0.20642  -0.495
O  -1.89629  -1.44332  -0.77604  -0.774
S  -1.94672  -0.03980  -0.39382  0.842
I  -2.32916  0.11353  1.98921  -0.071
H  2.14025  -0.49659  0.08477  0.170
H  1.10510  0.96688  0.54184  0.164
H  1.39875  0.57198  -1.23954  0.165

Properties
HOMO level (spin up / spin down) = -0.332 / -0.332 Eh

---

No. 6
Here is an isolated molecule of CH3IOS2 at a distorted geometry from the Open Molecules 2025 dataset. Energies are from wB97M-V/def2-TZVPD.

Last column: natural (NBO) charge in e.
CARTESIAN COORDINATES (ANGSTROEM)
C  -0.83265  -0.01827  0.70177  -0.644
S  0.82867  -0.20598  -0.46306  1.249
O  1.94392  -0.62582  0.35914  -0.890
S  0.32223  -1.44132  -1.81403  -0.364
I  1.08040  2.09291  -1.25247  -0.011
H  -1.67208  0.35953  0.06121  0.230
H  -1.01855  -0.92246  1.04988  0.213
H  -0.65194  0.76143  1.35757  0.216

Properties
SMILES = C[S@@](=O)(=S)I
HOMO level = -0.348 Eh

---

Short version: energy above the lowest of the compared OMol25 structures with the same formula, charge and spin = 19.24 64.02 80.92 15.56 48.19 33.13 kcal per mole, in the order given.